Entry from OMol25: the ion C2H2NO2S2 with charge -1 at a distorted geometry (the ωB97M-V functional and the def2-TZVPD basis).

Computed properties:
multiplicity: 1
E_tot: -1079.04320 a.u.
SMILES string: O=C=NCSS[O-]
E_LUMO (spin up / spin down): 3.556 / 3.556 eV
net charge: -1
HOMO (spin up / spin down): -2.75 / -2.75 eV
energy above the lowest of the compared OMol25 structures with the same formula, charge and spin: 47.41 kcal/mol

Atoms and positions in Å:
O  -2.143  1.480  -0.801
C  -1.313  0.598  -0.717
N  -0.871  -0.458  -1.065
C  0.330  -1.008  -0.540
S  1.719  0.276  -0.017
S  0.733  1.435  1.362
O  0.710  0.932  2.761
H  0.240  -1.528  0.370
H  0.594  -1.727  -1.353